The following is a DFT calculation (the ωB97M-V functional and the def2-TZVPD basis) of 12 unconnected molecules or ions with the total composition C13H35N11O25S in a non-equilibrium geometry.

The LUMO energy is -0.751 eV. The molar mass comes out at 777.542 g mol⁻¹. The calculation puts the total energy at -92424.2436 eV. The calculation puts the frontier orbital gap at 8.62 eV.

The geometry in ORCA input format:
```
! wB97M-V def2-TZVPD RIJCOSX def2/J DEFGRID3
* xyz 0 1
C -1.64748 4.24262 3.27013
C -1.67968 3.33186 2.17111
O -1.45393 2.15731 1.26431
S -0.36591 1.04363 2.02069
O 0.94337 1.04847 1.19624
O -1.04995 -0.50147 1.79328
H -1.47783 4.81108 4.30623
H -2.05916 -0.42494 1.77253
C -3.87527 -1.10282 4.83238
N -3.57633 0.28911 4.40018
O -2.45831 0.50412 3.91761
O -4.47246 1.12650 4.55741
H -3.00234 -1.72897 4.63602
H -4.09779 -1.07539 5.90106
H -4.73575 -1.44918 4.25615
C -7.38925 0.97169 1.21317
N -6.67018 0.14340 2.21842
O -5.78029 -0.60701 1.80123
O -7.01925 0.27004 3.39787
H -6.98074 0.75923 0.22291
H -8.44650 0.70272 1.26014
H -7.23377 2.01968 1.47772
C 1.17188 -0.91199 -1.41353
N 0.89449 -1.66108 -2.66874
O 0.67946 -0.99616 -3.68889
O 0.90060 -2.89536 -2.59454
H 1.13480 0.15869 -1.62545
H 0.40386 -1.18848 -0.68825
H 2.16655 -1.20271 -1.06923
C 3.84554 2.11074 1.35525
N 4.27748 2.53558 2.71413
O 3.48216 3.21416 3.37447
O 5.40263 2.17575 3.07959
H 2.84101 2.49576 1.16730
H 4.55773 2.52492 0.63862
H 3.85022 1.01896 1.33428
C -1.36446 -1.27712 -6.11604
N -2.06519 -0.82635 -7.34869
O -2.46761 -1.70215 -8.12335
O -2.19161 0.39389 -7.50374
H -1.32571 -2.36849 -6.11067
H -0.35742 -0.85547 -6.13662
H -1.93264 -0.90722 -5.26002
C 5.29543 2.64577 6.34991
N 5.42013 2.59146 7.83151
O 4.48005 3.04351 8.49556
O 6.45810 2.09646 8.28604
H 4.33767 3.10297 6.09244
H 6.12427 3.24745 5.97132
H 5.34595 1.62061 5.97716
C 6.34943 1.62359 -2.95144
N 5.32785 2.00982 -1.94107
O 5.21871 3.21312 -1.67798
O 4.66429 1.09420 -1.44075
H 6.85473 2.52473 -3.30535
H 7.05754 0.95070 -2.46346
H 5.82922 1.12559 -3.77231
C -6.92296 -4.27195 1.24890
N -6.49102 -3.84711 2.60778
O -7.28634 -3.16853 3.26812
O -5.36587 -4.20694 2.97324
H -7.92749 -3.88693 1.06095
H -6.21077 -3.85777 0.53226
H -6.91828 -5.36373 1.22793
C -1.76721 -5.78482 -6.35037
N -2.78878 -5.39859 -5.34000
O -2.89793 -4.19528 -5.07690
O -3.45234 -6.31421 -4.83967
H -1.26191 -4.88367 -6.70427
H -1.05910 -6.45771 -5.86238
H -2.28741 -6.28281 -7.17124
C 4.51075 -2.62100 -2.25709
N 5.05801 -2.04119 -3.51325
O 4.24676 -1.72698 -4.39201
O 6.28646 -1.91770 -3.58161
H 3.42263 -2.67072 -2.33557
H 4.93535 -3.62054 -2.14321
H 4.80858 -1.96680 -1.43505
C 2.21396 5.39528 -0.01848
N 0.82720 5.22125 0.49166
O 0.59708 5.60011 1.64604
O 0.00881 4.70939 -0.28114
H 2.82285 5.85490 0.76296
H 2.59757 4.40547 -0.27429
H 2.16308 6.04106 -0.89757
*
```